C29H52BrCl2F2N5O7P | the ωB97M-V functional and the def2-TZVPD basis

LUMO, eV: -3.7
DFT total energy, Ha: -5972.03545
Total charge: +1
HOMO, eV: -11.62

The geometry in XYZ format:
```
99
C29H52BrCl2F2N5O7P (the ωB97M-V functional and the def2-TZVPD basis)
C -2.690 -2.516 4.860
C -3.813 -1.925 5.733
C -4.544 -0.726 5.111
C -3.952 0.632 5.508
C -2.577 0.887 4.869
C -2.260 2.374 4.646
C -1.440 2.674 3.377
C -0.318 1.683 3.068
C 0.241 1.843 1.645
C 0.814 0.547 1.080
C 0.957 0.656 -0.440
C 1.171 -0.651 -1.218
O 1.978 -1.440 -0.401
C 1.893 -2.863 -0.466
C 3.113 -3.429 0.232
C 3.304 -2.858 1.641
C 1.977 -0.287 -2.531
C 3.418 -0.812 -2.547
C 4.343 0.010 -1.639
C 4.884 1.246 -2.336
Cl 5.695 -1.013 -1.076
C 1.280 -0.685 -3.812
F 1.549 -2.007 -4.112
Br 1.769 0.379 -5.337
N -0.157 -0.561 -3.644
C -0.616 -1.490 -2.748
N -1.505 -2.399 -3.082
C -2.112 -2.348 -4.435
C -1.256 -3.038 -5.509
C -2.166 -3.374 -6.669
O -2.508 -2.556 -7.463
O -2.547 -4.667 -6.698
P -2.261 -3.662 -1.904
O -0.980 -4.179 -1.116
Cl -2.469 -5.186 -3.247
N -0.133 -1.411 -1.464
C -1.208 -1.098 -0.520
O -1.353 -1.725 0.474
N -2.027 -0.016 -0.887
C -3.073 0.283 0.036
O -4.216 0.248 -0.221
F -2.570 0.676 1.199
H -2.832 -2.256 3.808
H -2.631 -3.600 4.957
H -1.716 -2.111 5.146
H -4.542 -2.713 5.937
H -3.396 -1.634 6.701
H -5.592 -0.741 5.419
H -4.519 -0.817 4.019
H -3.842 0.625 6.597
H -4.659 1.425 5.250
H -1.817 0.459 5.527
H -2.538 0.354 3.914
H -1.748 2.799 5.513
H -3.211 2.907 4.565
H -2.123 2.782 2.527
H -0.972 3.657 3.508
H 0.488 1.863 3.787
H -0.635 0.648 3.215
H -0.571 2.205 1.003
H 1.038 2.588 1.644
H 0.213 -0.311 1.387
H 1.808 0.374 1.497
H 1.852 1.255 -0.620
H 0.136 1.234 -0.874
H 1.870 -3.203 -1.512
H 0.984 -3.191 0.045
H 3.992 -3.211 -0.380
H 3.019 -4.517 0.257
H 3.983 -2.005 1.630
H 3.732 -3.602 2.312
H 2.354 -2.519 2.060
H 2.036 0.800 -2.585
H 3.783 -0.691 -3.573
H 3.483 -1.874 -2.328
H 3.791 0.309 -0.750
H 5.613 1.759 -1.713
H 4.066 1.931 -2.578
H 5.376 0.962 -3.269
H -0.667 -0.497 -4.515
H -3.096 -2.813 -4.361
H -2.319 -1.315 -4.718
H -0.510 -2.339 -5.888
H -0.769 -3.916 -5.093
H -3.463 -4.727 -7.007
H -0.406 -4.784 -1.607
H -2.484 -0.126 -1.788
C 2.680 5.548 -1.658
C 2.186 5.033 -0.326
O 2.307 3.859 -0.002
N 1.599 5.923 0.509
C 1.374 7.340 0.300
H 3.122 4.716 -2.198
H 1.862 5.963 -2.247
H 3.436 6.321 -1.522
H 1.295 5.519 1.382
H 1.886 7.927 1.064
H 0.309 7.572 0.345
H 1.751 7.642 -0.671
```

So, what does the Löwdin scheme give us? The charges, in e, come out as: C -0.110; C -0.249; C -0.225; C -0.209; C -0.214; C -0.193; C -0.213; C -0.207; C -0.202; C -0.165; C -0.098; C -0.321; O -0.089; C -0.203; C -0.213; C -0.078; C -0.191; C -0.178; C -0.716; C -0.109; Cl 0.666; C -0.823; F 0.009; Br 0.906; N 0.134; C -0.322; N -0.116; C -0.199; C -0.089; C -0.539; O 0.156; O 0.105; P 0.689; O -0.315; Cl 0.396; N 0.146; C -0.477; O 0.174; N 0.215; C -0.493; O 0.219; F 0.171; H 0.057; H 0.064; H 0.063; H 0.098; H 0.104; H 0.104; H 0.100; H 0.112; H 0.104; H 0.116; H 0.086; H 0.112; H 0.102; H 0.097; H 0.109; H 0.124; H 0.091; H 0.101; H 0.096; H 0.096; H 0.129; H 0.109; H 0.125; H 0.120; H 0.110; H 0.075; H 0.115; H 0.067; H 0.075; H 0.076; H 0.128; H 0.106; H 0.096; H 0.091; H 0.081; H 0.075; H 0.085; H 0.102; H 0.101; H 0.132; H 0.116; H 0.105; H 0.139; H 0.073; H 0.152; C -0.005; C -0.539; O 0.015; N 0.016; C -0.067; H 0.071; H 0.086; H 0.089; H 0.140; H 0.088; H 0.086; H 0.072

***

C5H11N4S | the ωB97M-V functional and the def2-TZVPD basis

LUMO, eV: -3.3
DFT total energy, Ha: -814.08334
Energy relative to the best compared isomer or geometry (same formula, charge and spin), kJ/mol: 79.9
Total charge: +1
HOMO, eV: -12.00
Structure (SMILES): CCSCNc1nc[nH][nH+]1

The geometry in XYZ format:
```
21
C5H11N4S (the ωB97M-V functional and the def2-TZVPD basis)
C 1.789 -1.671 -0.148
C 2.717 -0.535 0.243
S 2.310 1.093 -0.415
C 0.895 1.603 0.595
N -0.362 1.694 -0.155
C -1.298 0.764 -0.120
N -1.312 -0.309 0.705
C -2.437 -0.922 0.424
N -3.119 -0.344 -0.555
N -2.393 0.762 -0.905
H 2.193 -2.616 0.222
H 1.697 -1.747 -1.232
H 0.797 -1.544 0.285
H 2.830 -0.474 1.326
H 3.717 -0.710 -0.159
H 1.109 2.607 0.957
H 0.749 0.939 1.441
H -0.449 2.464 -0.798
H -2.773 -1.829 0.906
H -3.994 -0.617 -0.973
H -2.665 1.392 -1.642
```

So, what does the natural (NBO) scheme give us? The charges, in e, come out as: C -0.627; C -0.528; S 0.221; C -0.383; N -0.549; C 0.587; N -0.478; C 0.288; N -0.340; N -0.369; H 0.227; H 0.214; H 0.205; H 0.222; H 0.243; H 0.239; H 0.250; H 0.420; H 0.249; H 0.458; H 0.449